one | One molecule with the formula C3H4N2O. Source: the Open Molecules 2025 dataset; level of theory: the ωB97M-V functional and the def2-TZVPD basis.

SMILES: Nc1cnco1
Net charge: 0
LUMO level (Eh): 0.0294
HOMO (hartree): -0.311
Frontier orbital gap (eV): 9.26

The geometry in XYZ format:
```
10
C3H4N2O, DFT the ωB97M-V functional and the def2-TZVPD basis
C -0.41170 -0.13119 -0.00439
C 0.33432 0.98486 -0.02385
C 1.61698 -0.67673 -0.07096
H -2.26781 -0.80210 0.60437
H -2.25477 0.77081 -0.26874
H 0.25100 2.09522 0.11481
H 2.48279 -1.40757 -0.01470
N -1.78759 -0.23531 -0.17536
N 1.64166 0.59338 -0.09011
O 0.39512 -1.19136 -0.07107
```

Here are the Löwdin charges for atoms 1 to 2, given in e: C -0.44; C -0.11

=====

two | One molecule with the formula C3H4N2O. Source: the Open Molecules 2025 dataset; level of theory: the ωB97M-V functional and the def2-TZVPD basis.

SMILES: Oc1cn[nH]c1
Net charge: 0
LUMO level (Eh): 0.0309
HOMO (hartree): -0.328
Frontier orbital gap (eV): 9.75

The geometry in XYZ format:
```
10
C3H4N2O, DFT the ωB97M-V functional and the def2-TZVPD basis
C -0.70982 -0.09616 -0.03829
C 0.04374 -1.24178 -0.06870
C 0.14489 0.98996 -0.07383
H -2.47277 0.57136 0.10109
H -0.35183 -2.19264 -0.14961
H 2.34441 0.74173 0.15930
H 0.36317 2.13132 0.19552
N 1.35601 -0.99829 0.06422
N 1.36987 0.31888 -0.15490
O -2.08766 -0.22438 -0.03479
```

Here are the Löwdin charges for atoms 1 to 2, given in e: C -0.33; C -0.11

=====

three | One molecule with the formula C3H4N2O. Source: the Open Molecules 2025 dataset; level of theory: the ωB97M-V functional and the def2-TZVPD basis.

SMILES: [H]/N=C/OCC#N
Net charge: 0
LUMO level (Eh): 0.0278
HOMO (hartree): -0.405
Frontier orbital gap (eV): 11.77

The geometry in XYZ format:
```
10
C3H4N2O, DFT the ωB97M-V functional and the def2-TZVPD basis
N -0.74317 1.62436 0.42558
C 0.28266 1.04678 0.88196
O 0.74890 -0.11571 0.38701
C -0.01067 -0.64769 -0.69051
C 0.20784 -2.09676 -0.73281
N 0.32202 -3.24763 -0.78080
H -0.94182 2.47596 0.94309
H 0.92833 1.36538 1.70306
H 0.29792 -0.18427 -1.63499
H -1.07455 -0.44357 -0.54200
```

Here are the Löwdin charges for atoms 1 to 2, given in e: N 0.11; C -0.30

=====

Most stable: three. Least stable: two.

=====

one | One molecule with the formula C3H4N2O. Source: the Open Molecules 2025 dataset; level of theory: the ωB97M-V functional and the def2-TZVPD basis.

SMILES: N#CCNC=O
Net charge: 0
LUMO level (Eh): 0.0225
HOMO (hartree): -0.393
Frontier orbital gap (eV): 11.30

The geometry in XYZ format:
```
10
C3H4N2O, DFT the ωB97M-V functional and the def2-TZVPD basis
O -1.54933 1.41037 -0.00285
C -1.56084 0.21327 -0.20345
N -0.50027 -0.59666 0.10545
C 0.71766 0.02746 0.54233
C 1.73017 0.11455 -0.52895
N 2.50639 0.14785 -1.38573
H -2.42933 -0.32049 -0.64121
H -0.54209 -1.57912 -0.15217
H 0.48339 1.05779 0.85162
H 1.14840 -0.47011 1.41476
```

Here are the Löwdin charges for atoms 1 to 2, given in e: O 0.02; C -0.34

=====

two | One molecule with the formula C3H4N2O. Source: the Open Molecules 2025 dataset; level of theory: the ωB97M-V functional and the def2-TZVPD basis.

SMILES: Cc1ncon1
Net charge: 0
LUMO level (Eh): 0.0360
HOMO (hartree): -0.395
Frontier orbital gap (eV): 11.73

The geometry in XYZ format:
```
10
C3H4N2O, DFT the ωB97M-V functional and the def2-TZVPD basis
C -2.04762 0.09418 0.10457
C -0.58549 0.08673 -0.21599
C 1.43178 0.47899 -0.00153
H -2.37415 1.07762 -0.09988
H -2.29725 -0.34985 1.11314
H -2.57857 -0.56895 -0.55917
H 2.55236 0.86959 0.17600
N 0.29946 1.18604 -0.00355
N -0.15017 -1.03949 -0.08312
O 1.35757 -0.75170 0.08178
```

Here are the Löwdin charges for atoms 1 to 2, given in e: C -0.02; C -0.47

=====

three | C3H4N2O as an isolated structure. Source: the Open Molecules 2025 dataset; level of theory: the ωB97M-V functional and the def2-TZVPD basis.

Net charge: 0
LUMO level (Eh): 0.0205
HOMO (hartree): -0.382
Frontier orbital gap (eV): 10.94

The geometry in XYZ format:
```
10
C3H4N2O, DFT the ωB97M-V functional and the def2-TZVPD basis
C 0.71632 -0.25913 -1.30930
C 0.12976 0.15905 -0.00754
N 0.21231 1.34506 0.48701
O -0.51138 1.28431 1.69149
C -0.90059 0.02733 1.92416
N -0.51151 -0.73561 0.87184
H 1.20668 0.58795 -1.79313
H 1.44512 -1.05961 -1.15063
H -0.07012 -0.64414 -1.96607
H -1.71659 -0.70522 1.25217
```

Here are the Löwdin charges for atoms 1 to 2, given in e: C -0.02; C -0.41

=====

Most stable: one. Least stable: three.

=====

one | One molecule with the formula C3H4N2O. Source: the Open Molecules 2025 dataset; level of theory: the ωB97M-V functional and the def2-TZVPD basis.

SMILES: Nc1ncco1
Net charge: 0
LUMO level (Eh): 0.0335
HOMO (hartree): -0.312
Frontier orbital gap (eV): 9.39

The geometry in XYZ format:
```
10
C3H4N2O, DFT the ωB97M-V functional and the def2-TZVPD basis
N 1.97544 0.01963 -0.33303
C 0.63635 -0.13356 -0.09108
N -0.06371 0.97896 -0.05728
C -1.32726 0.59496 0.23562
C -1.52468 -0.72099 0.43133
O -0.03650 -1.26415 0.12269
H 2.24927 0.99444 -0.38973
H 2.70705 -0.66823 -0.33648
H -2.11909 1.32518 0.31279
H -2.47207 -1.19706 0.10637
```

Here are the Löwdin charges for atoms 1 to 2, given in e: N 0.16; C -0.50

=====

two | A 2-piece molecular cluster, C3H4N2O overall. Source: the Open Molecules 2025 dataset; level of theory: the ωB97M-V functional and the def2-TZVPD basis.

SMILES: N#CC1=CO1.N
Net charge: 0
LUMO level (Eh): -0.0121
HOMO (hartree): -0.345
Frontier orbital gap (eV): 9.07

The geometry in XYZ format:
```
10
C3H4N2O, DFT the ωB97M-V functional and the def2-TZVPD basis
C 3.40326 0.91595 0.20516
C 3.22001 -1.62444 -0.36988
C 3.29490 -0.42038 0.09182
N 3.53424 2.05781 0.11253
N -0.58403 0.37325 -0.15477
O 1.95364 -1.37727 -0.03174
H -1.42730 0.47639 0.25250
H 3.69108 -2.52445 -0.65819
H 0.21460 0.57592 0.45336
H -0.46632 -0.50503 -0.62676
```

Here are the Löwdin charges for atoms 1 to 2, given in e: C -0.20; C -0.06

=====

Most stable: one. Least stable: two.

=====

one | One molecule with the formula C3H4N2O. Source: the Open Molecules 2025 dataset; level of theory: the ωB97M-V functional and the def2-TZVPD basis.

SMILES: N=C=C(N)C=O
Net charge: 0
LUMO level (Eh): 0.0246
HOMO (hartree): -0.339
Frontier orbital gap (eV): 9.88

The geometry in XYZ format:
```
10
C3H4N2O, DFT the ωB97M-V functional and the def2-TZVPD basis
N 1.54912 -0.05217 -0.19594
C 0.13571 -0.12397 -0.03052
C -0.72965 -1.30653 0.00096
O -1.93284 -1.23853 0.17079
N -1.03387 2.04531 0.58350
C -0.50468 1.02446 0.21443
H 2.08470 -0.50961 0.52964
H 1.87072 -0.34974 -1.10785
H -0.21800 -2.28665 -0.09871
H -1.22121 2.79743 -0.06631
```

Here are the Löwdin charges for atoms 1 to 2, given in e: N 0.05; C -0.31

=====

two | One molecule with the formula C3H4N2O. Source: the Open Molecules 2025 dataset; level of theory: the ωB97M-V functional and the def2-TZVPD basis.

SMILES: O[C@H]1C=CN=N1
Net charge: 0
LUMO level (Eh): -0.0054
HOMO (hartree): -0.359
Frontier orbital gap (eV): 9.61

The geometry in XYZ format:
```
10
C3H4N2O, DFT the ωB97M-V functional and the def2-TZVPD basis
O 0.53329 -0.06695 1.92596
C 0.40054 -0.39914 0.58211
C -0.91392 -0.19265 -0.11439
C -0.60447 0.33556 -1.29600
N 0.81029 0.61420 -1.36677
N 1.37482 0.26405 -0.30969
H 0.84471 0.84424 1.98536
H -1.87815 -0.50654 0.26242
H -1.22120 0.57409 -2.15320
H 0.65410 -1.46688 0.48420
```

Here are the Löwdin charges for atoms 1 to 2, given in e: O 0.01; C -0.43

=====

Most stable: one. Least stable: two.

=====

one | One molecule with the formula C3H4N2O. Source: the Open Molecules 2025 dataset; level of theory: the ωB97M-V functional and the def2-TZVPD basis.

Net charge: 0
LUMO level (alpha / beta) (Eh): -0.0536 / -0.0186
HOMO (alpha / beta) (hartree): -0.322 / -0.326
Frontier orbital gap (alpha / beta) (eV): 7.30 / 8.36

The geometry in XYZ format:
```
10
C3H4N2O, DFT the ωB97M-V functional and the def2-TZVPD basis
O 2.24183 0.43784 -0.43175
C 1.03629 -0.11158 -0.11411
N 0.77993 -1.35084 0.07049
N -1.39111 -1.03457 0.41577
C -1.28943 0.23570 0.10318
C -0.03768 0.81633 0.06552
H 2.94519 -0.22762 -0.40952
H -2.29569 -1.42852 0.10358
H -2.15902 0.83572 -0.18041
H 0.16970 1.82754 0.37724
```

Here are the Löwdin charges for atoms 1 to 2, given in e: O 0.06; C -0.55

=====

two | One molecule with the formula C3H4N2O. Source: the Open Molecules 2025 dataset; level of theory: the ωB97M-V functional and the def2-TZVPD basis.

SMILES: [H]/N=C/OCC#N
Net charge: 0
LUMO level (Eh): 0.0278
HOMO (hartree): -0.404
Frontier orbital gap (eV): 11.76

The geometry in XYZ format:
```
10
C3H4N2O, DFT the ωB97M-V functional and the def2-TZVPD basis
N -1.37636 0.93217 0.84015
C -0.63637 1.26399 -0.12730
O 0.26137 0.42509 -0.67740
C 0.31743 -0.86799 -0.08767
C 1.64130 -1.44580 -0.36535
N 2.67235 -1.92973 -0.54368
H -1.96447 1.70813 1.12895
H -0.59912 2.22645 -0.64285
H -0.46062 -1.50590 -0.51662
H 0.14450 -0.80641 0.99176
```

Here are the Löwdin charges for atoms 1 to 2, given in e: N 0.11; C -0.30

=====

three | C3H4N2O as an isolated structure. Source: the Open Molecules 2025 dataset; level of theory: the ωB97M-V functional and the def2-TZVPD basis.

Net charge: 0
LUMO level (Eh): 0.0295
HOMO (hartree): -0.334
Frontier orbital gap (eV): 9.90

The geometry in XYZ format:
```
10
C3H4N2O, DFT the ωB97M-V functional and the def2-TZVPD basis
O 2.28966 -0.21267 -0.01218
C 0.95834 -0.09031 0.07081
N 0.15295 -1.15291 0.11551
C -1.08541 -0.64303 0.11661
C -1.03944 0.74917 0.07988
N 0.37874 1.11766 0.08873
H 2.47154 -1.16395 -0.02218
H -1.96156 -1.28054 0.13778
H -1.78656 1.48720 0.34196
H -0.37825 1.18938 -0.91691
```

Here are the Löwdin charges for atoms 1 to 2, given in e: O 0.09; C -0.52

=====

four | C3H4N2O as an isolated structure. Source: the Open Molecules 2025 dataset; level of theory: the ωB97M-V functional and the def2-TZVPD basis.

Net charge: 0
LUMO level (Eh): -0.0236
HOMO (hartree): -0.328
Frontier orbital gap (eV): 8.29

The geometry in XYZ format:
```
10
C3H4N2O, DFT the ωB97M-V functional and the def2-TZVPD basis
N 1.41514 0.64447 0.04271
C 1.28081 -0.57952 0.27183
O 0.04734 -1.18474 0.10122
C -0.85030 -0.68346 -0.74637
C -2.00943 0.54178 0.21333
N -3.07505 0.48744 0.68113
H 2.36239 0.95843 0.23708
H 2.00317 -1.30094 0.65728
H -0.32475 0.01747 -1.42476
H -1.06971 1.11128 0.04043
```

Here are the Löwdin charges for atoms 1 to 2, given in e: N 0.14; C -0.26

=====

Most stable: two. Least stable: four.

=====

one | A 2-piece molecular cluster, C6H6 overall. Source: the Open Molecules 2025 dataset; level of theory: the ωB97M-V functional and the def2-TZVPD basis.

SMILES: C=C=C=C.C#C
Net charge: 0
LUMO level (Eh): 0.0115
HOMO (hartree): -0.329
Frontier orbital gap (eV): 9.27

The geometry in XYZ format:
```
12
C6H6, DFT the ωB97M-V functional and the def2-TZVPD basis
C 1.57554 -1.48016 -0.15523
C 1.11034 -0.28074 -0.01028
C -2.14352 -0.53168 0.50137
C 0.35920 2.09578 0.22359
C -1.64239 -0.62293 -0.60464
C 0.84221 0.92881 0.01713
H 1.47034 -2.07661 -1.04854
H -2.25615 -0.42989 1.54818
H 1.76822 -2.31368 0.66257
H 0.49508 2.65732 1.13884
H -0.15747 2.76217 -0.62605
H -1.42139 -0.70840 -1.64694
```

Here are the Löwdin charges for atoms 1 to 2, given in e: C -0.01; C -0.18

=====

two | One molecule with the formula C6H6. Source: the Open Molecules 2025 dataset; level of theory: the ωB97M-V functional and the def2-TZVPD basis.

Net charge: 0
LUMO level (alpha / beta) (Eh): -0.0378 / -0.0281
HOMO (alpha / beta) (hartree): -0.295 / -0.311
Frontier orbital gap (alpha / beta) (eV): 6.99 / 7.69

The geometry in XYZ format:
```
12
C6H6, DFT the ωB97M-V functional and the def2-TZVPD basis
C -0.08012 0.86366 0.27593
C 1.13550 0.64692 1.01454
C -0.55821 -0.07021 -0.66800
C -0.68786 -0.34932 -1.91557
C 1.79719 -0.59222 0.97524
C -1.92841 -0.57318 -1.29531
H -0.43447 1.83128 0.44992
H 1.41327 1.39181 1.74531
H 2.83171 -0.62402 1.36947
H 1.47290 -1.21225 0.18388
H -2.21629 -1.45499 -0.61180
H -2.74522 0.14252 -1.52361
```

Here are the Löwdin charges for atoms 1 to 2, given in e: C -0.04; C -0.15

=====

Most stable: one. Least stable: two.